<A>
35
Properties=species:S:1:pos:R:3 method="wB97M-V/def2-TZVPD" lumo_ev=0.349 orbital_gap_ev=9.830 homo_ev=-9.48 spin_multiplicity=1 charge=0 smiles="CC[C@H](C)[C@H](N)C(=O)N[C@@H](CC(=O)O)C(=O)O" mol_weight_g_mol=246.3
C 1.002 -1.210 -0.789
C -0.142 -1.283 0.268
C 2.539 -1.190 -0.208
C 2.821 -1.968 1.082
C 3.498 -1.600 -1.300
C 3.366 -2.961 -2.030
C -1.523 0.736 -0.445
C -0.505 1.825 -0.151
C -2.959 1.340 -0.175
C -3.122 1.657 1.312
H 1.678 -0.519 -2.617
H 1.007 0.743 -1.761
H 0.936 -2.124 -1.368
H 2.829 -0.203 0.190
H 3.856 -1.974 1.366
H 2.526 -2.992 0.806
H 2.170 -1.737 1.929
H 4.455 -1.580 -0.818
H 3.704 -0.794 -2.150
H 4.220 -2.803 -2.782
H 2.537 -3.059 -2.731
H 3.532 -4.025 -1.668
H -2.088 -0.978 0.562
H -1.577 0.606 -1.552
H -3.152 2.344 -0.661
H -3.678 0.588 -0.493
H -1.762 3.402 1.530
H 1.318 1.923 0.626
N 0.877 -0.268 -1.967
N -1.300 -0.520 0.151
O -0.124 -2.186 1.070
O -0.496 3.019 -0.440
O -3.877 1.165 2.034
O -2.349 2.659 1.705
O 0.671 1.170 0.496

<B>
35
Properties=species:S:1:pos:R:3 method="wB97M-V/def2-TZVPD" lumo_ev=0.576 orbital_gap_ev=10.290 homo_ev=-9.71 spin_multiplicity=1 charge=0 smiles="CC(C)C[C@H](NC(=O)[C@@H](N)CC(=O)O)C(=O)O" mol_weight_g_mol=246.3
C -2.205 1.484 0.098
C -1.085 0.438 0.220
C -3.433 0.706 -0.411
C -3.660 -0.532 0.437
C 0.675 -0.784 -0.739
C -0.478 -1.931 -0.615
C 1.687 -0.684 0.373
C 2.907 0.205 0.295
C 3.673 0.039 1.718
C 3.712 0.020 -1.064
H -2.650 3.319 -0.683
H -1.000 3.161 -0.601
H -2.441 1.756 1.169
H -4.246 1.341 -0.310
H -3.328 0.427 -1.474
H -3.576 -1.562 1.980
H -0.346 0.765 -1.663
H 1.250 -0.746 -1.803
H 1.179 -0.586 1.374
H 2.064 -1.797 0.382
H 2.441 1.257 0.346
H 3.259 0.715 2.433
H 4.620 0.504 1.487
H 3.805 -1.048 2.017
H 4.147 -0.961 -1.040
H 4.485 0.722 -0.988
H 2.974 0.234 -1.861
H -2.091 -2.442 -1.192
N -1.915 2.613 -0.694
N -0.221 0.437 -0.795
O -0.892 -0.273 1.227
O -3.955 -1.659 0.010
O -3.496 -0.464 1.805
O -0.313 -2.958 0.010
O -1.546 -1.716 -1.449

Energy ordering: <B> at the bottom, the next structure 58.6 kJ/mol above.